ORCA calculation (wB97M-V/def2-TZVPD) on a cluster of 13 separate species, C78H58F6O28 in total in a non-equilibrium geometry.

Summary:
Calculated total energy (eV): -155452.299
Highest occupied orbital energy (eV): -9.0
LUMO level (hartree): -0.0825
Orbital gap (eV): 6.76

```
170
Properties=species:S:1:pos:R:3:lowdin_charge:R:1
C 0.458 0.908 -0.721 0.092
C 1.708 0.347 -0.538 -0.196
C 2.157 -0.353 0.658 -0.292
O 3.344 -0.705 0.879 0.099
C 1.066 -0.505 1.594 0.095
C -0.187 0.056 1.461 -0.179
C -0.543 0.897 0.311 -0.317
O -1.702 1.322 0.185 0.096
O -1.146 -0.084 2.418 0.089
O 2.605 0.393 -1.542 0.072
H 0.201 1.334 -1.680 0.115
H 1.246 -1.166 2.429 0.119
H -2.033 0.071 2.085 0.071
H 3.323 -0.227 -1.395 0.084
C 3.195 -3.015 3.858 0.070
C 3.806 -2.019 4.532 -0.187
C 5.139 -1.469 4.232 -0.264
O 5.722 -0.604 4.960 0.083
C 5.737 -2.206 3.114 0.073
C 5.116 -3.169 2.420 -0.199
C 3.731 -3.641 2.682 -0.312
O 3.064 -4.320 1.934 0.115
O 5.721 -3.883 1.421 0.107
O 3.207 -1.559 5.690 0.088
H 2.262 -3.430 4.210 0.131
H 6.801 -2.076 2.984 0.138
H 4.988 -4.234 0.911 0.075
H 3.633 -0.727 5.911 0.104
C 2.827 -4.577 -3.165 0.061
C 1.774 -4.832 -3.992 -0.201
C 0.413 -5.130 -3.473 -0.314
O -0.578 -5.355 -4.198 0.081
C 0.279 -5.330 -2.040 0.079
C 1.375 -5.124 -1.238 -0.174
C 2.690 -4.562 -1.670 -0.297
O 3.591 -4.132 -0.988 0.120
O 1.147 -5.239 0.106 0.082
O 1.779 -4.643 -5.355 0.089
H 3.786 -4.326 -3.594 0.122
H -0.617 -5.734 -1.592 0.123
H 1.930 -4.936 0.572 0.048
H 0.941 -4.914 -5.739 0.103
C -5.313 -2.812 2.992 0.073
C -5.946 -3.306 1.854 -0.152
C -6.071 -2.520 0.601 -0.325
O -6.754 -2.819 -0.380 0.106
C -5.372 -1.230 0.696 0.088
C -4.821 -0.691 1.876 -0.149
C -4.760 -1.494 3.197 -0.310
O -4.252 -1.090 4.232 0.114
O -3.990 0.375 1.900 0.049
O -6.449 -4.621 1.804 0.073
H -5.488 -3.526 3.783 0.130
H -5.221 -0.595 -0.164 0.102
H -3.797 0.562 2.822 0.074
H -6.808 -4.839 0.941 0.103
C 6.489 2.047 1.146 0.083
C 5.297 2.208 0.661 -0.181
C 4.162 2.708 1.443 -0.305
O 3.069 2.982 1.011 0.123
C 4.488 2.936 2.910 0.116
C 5.752 2.730 3.390 -0.211
C 6.903 2.423 2.512 -0.319
O 8.067 2.537 2.817 0.143
O 6.077 2.915 4.709 0.085
O 4.818 1.717 -0.588 0.045
H 7.303 1.626 0.574 0.144
H 3.731 3.217 3.628 0.105
H 7.016 3.108 4.745 0.105
H 4.016 2.207 -0.786 0.039
C -0.817 -2.149 5.248 0.101
C -0.224 -1.982 6.504 -0.179
C 0.050 -3.132 7.415 -0.315
O 0.322 -3.025 8.602 0.121
C -0.173 -4.421 6.746 0.084
C -0.632 -4.570 5.487 -0.229
C -1.061 -3.467 4.668 -0.379
O -1.650 -3.609 3.641 0.140
O -0.756 -5.833 4.990 0.102
O 0.040 -0.726 6.977 0.082
H -0.895 -1.324 4.556 0.108
H -0.069 -5.325 7.327 0.136
H -1.128 -5.802 4.106 0.108
H 0.194 -0.862 7.915 0.104
C -6.732 4.695 -1.339 0.061
C -5.782 4.943 -0.446 -0.221
C -4.933 3.943 0.219 -0.300
O -4.127 4.186 1.107 0.121
C -5.053 2.656 -0.441 0.056
C -5.873 2.415 -1.426 -0.175
C -6.949 3.389 -1.871 -0.294
O -7.860 3.081 -2.657 0.098
O -5.826 1.116 -1.959 0.065
O -5.664 6.237 -0.057 0.081
H -7.360 5.499 -1.693 0.146
H -4.409 1.838 -0.158 0.118
H -6.613 1.046 -2.505 0.099
H -5.258 6.333 0.807 0.119
F -2.834 3.672 -3.891 0.051
C -2.927 4.668 -2.976 -0.296
C -3.650 5.807 -3.226 -0.029
C -3.734 6.852 -2.301 -0.069
C -2.918 6.746 -1.152 -0.090
C -2.128 5.606 -0.880 -0.050
C -2.238 4.517 -1.788 -0.024
H -4.279 5.775 -4.103 0.117
H -4.346 7.714 -2.522 0.109
H -3.002 7.522 -0.405 0.098
H -1.504 5.392 -0.025 0.102
H -1.626 3.654 -1.569 0.100
F -4.248 -5.916 -1.130 0.027
C -3.547 -4.719 -1.201 -0.257
C -2.606 -4.386 -0.263 -0.043
C -2.032 -3.109 -0.267 -0.056
C -2.428 -2.144 -1.208 -0.052
C -3.448 -2.509 -2.141 -0.085
C -3.982 -3.772 -2.123 -0.024
H -2.456 -5.147 0.488 0.122
H -1.354 -2.972 0.562 0.098
H -1.975 -1.163 -1.214 0.093
H -3.913 -1.769 -2.776 0.108
H -4.788 -4.182 -2.713 0.125
F 0.858 4.337 -1.705 0.065
C 1.518 4.025 -2.829 -0.255
C 2.568 3.191 -2.912 -0.032
C 3.033 2.767 -4.120 -0.074
C 2.484 3.256 -5.289 -0.081
C 1.347 4.070 -5.244 -0.087
C 0.864 4.474 -4.021 0.002
H 3.074 2.799 -2.041 0.089
H 3.855 2.102 -4.339 0.088
H 2.928 2.937 -6.221 0.100
H 1.008 4.430 -6.204 0.108
H -0.032 5.076 -4.038 0.110
F 0.754 -1.961 -3.200 0.051
C -0.119 -1.177 -3.874 -0.237
C 0.185 0.185 -4.053 -0.028
C -0.681 0.901 -4.820 -0.082
C -1.813 0.286 -5.373 -0.072
C -2.164 -1.058 -5.120 -0.064
C -1.350 -1.763 -4.244 -0.031
H 1.138 0.599 -3.760 0.097
H -0.585 1.976 -4.818 0.091
H -2.467 0.897 -5.977 0.097
H -2.942 -1.562 -5.675 0.108
H -1.479 -2.785 -3.917 0.098
F 7.052 0.107 -2.582 0.038
C 6.023 -0.170 -3.453 -0.293
C 5.968 0.427 -4.647 -0.030
C 4.950 0.102 -5.583 -0.070
C 4.072 -0.891 -5.179 -0.069
C 4.135 -1.467 -3.894 -0.058
C 5.161 -1.136 -3.032 -0.018
H 6.763 1.113 -4.902 0.123
H 4.886 0.672 -6.498 0.107
H 3.317 -1.135 -5.912 0.105
H 3.506 -2.249 -3.495 0.073
H 5.195 -1.398 -1.985 0.127
F -3.358 2.336 3.846 0.040
C -2.004 2.570 3.896 -0.228
C -1.226 3.213 2.919 -0.010
C 0.145 3.415 3.140 -0.064
C 0.690 3.000 4.342 -0.086
C -0.045 2.248 5.252 -0.088
C -1.367 2.132 5.071 -0.030
H -1.665 3.582 2.004 0.093
H 0.693 4.046 2.455 0.103
H 1.733 3.155 4.575 0.083
H 0.545 1.706 5.976 0.100
H -2.057 1.474 5.579 0.123
```


ORCA calculation (wB97M-V/def2-TZVPD) on a structure of composition C78H76As2N9O4RbS3 in a non-equilibrium geometry.

Summary:
Calculated total energy (eV): -258564.245
Net charge: -2
Energy relative to the best compared isomer or geometry (same formula, charge and spin) (kcal/mol): 0.00
Highest occupied orbital energy (eV): -2.2
LUMO level (hartree): 0.1239
Orbital gap (eV): 5.56

```
173
Properties=species:S:1:pos:R:3:lowdin_charge:R:1
Rb 0.542 -0.437 0.709 0.677
S 3.773 0.353 -2.226 0.765
C 4.802 0.032 -0.979 -0.727
N 5.770 0.899 -0.631 -0.106
C 6.836 0.411 0.209 -0.102
C 6.222 -0.276 1.414 -0.103
N 5.313 -1.301 0.964 -0.091
C 4.910 -2.240 1.991 -0.121
C 6.073 -3.151 2.261 -0.204
C 6.518 -3.988 1.242 -0.031
C 7.711 -4.674 1.371 -0.089
C 8.467 -4.540 2.526 -0.113
C 8.001 -3.756 3.567 -0.099
C 6.808 -3.064 3.436 -0.047
C 4.693 -1.218 -0.220 -0.735
S 3.862 -2.512 -0.847 0.682
C 5.845 2.231 -1.188 -0.138
C 6.361 3.207 -0.167 -0.224
C 5.615 3.460 0.979 -0.006
C 6.105 4.301 1.960 -0.058
C 7.338 4.913 1.800 -0.102
C 8.079 4.682 0.653 -0.105
C 7.593 3.831 -0.325 -0.063
H 7.462 1.246 0.527 0.124
H 7.458 -0.294 -0.369 0.136
H 5.666 0.439 2.060 0.103
H 7.008 -0.755 2.008 0.131
H 4.038 -2.791 1.627 0.090
H 4.630 -1.663 2.879 0.135
H 5.928 -4.067 0.340 0.079
H 8.062 -5.305 0.566 0.097
H 9.424 -5.037 2.608 0.091
H 8.580 -3.665 4.477 0.095
H 6.457 -2.432 4.238 0.116
H 4.832 2.509 -1.504 0.091
H 6.492 2.233 -2.077 0.130
H 4.660 2.976 1.113 0.105
H 5.516 4.474 2.848 0.106
H 7.732 5.559 2.572 0.092
H 9.040 5.163 0.516 0.092
H 8.181 3.642 -1.214 0.105
N 1.434 3.022 2.563 0.009
N 2.737 2.618 2.968 -0.050
C 3.319 1.410 2.485 -0.798
O 4.293 1.009 3.155 -0.070
O 2.881 0.960 1.414 -0.146
H 1.424 2.937 1.544 0.061
H 0.728 2.364 2.917 0.063
H 2.879 2.764 3.960 0.110
C -1.412 -7.554 -0.837 -0.118
C -2.372 -6.820 -1.511 -0.103
C -2.520 -5.467 -1.261 -0.103
C -1.711 -4.824 -0.332 -0.360
C -0.728 -5.564 0.317 -0.109
C -0.584 -6.919 0.074 -0.100
As -1.881 -2.907 0.140 1.327
C -2.809 -3.322 1.794 -0.301
C -2.257 -3.742 2.990 -0.086
C -3.060 -3.935 4.103 -0.081
C -4.423 -3.703 4.026 -0.090
C -4.994 -3.309 2.830 -0.030
C -4.196 -3.132 1.707 -0.210
C -4.677 -2.784 0.377 -0.196
C -6.007 -2.575 0.031 -0.034
C -6.337 -2.279 -1.277 -0.088
C -5.350 -2.181 -2.245 -0.088
C -4.020 -2.373 -1.903 -0.120
C -3.673 -2.679 -0.598 -0.336
H -1.310 -8.616 -1.022 0.089
H -3.018 -7.309 -2.229 0.093
H -3.272 -4.902 -1.796 0.088
H -0.070 -5.055 1.014 0.099
H 0.173 -7.489 0.598 0.095
H -1.193 -3.913 3.056 0.088
H -2.622 -4.257 5.040 0.099
H -5.047 -3.842 4.899 0.095
H -6.060 -3.138 2.774 0.104
H -6.780 -2.624 0.785 0.095
H -7.372 -2.114 -1.543 0.100
H -5.621 -1.946 -3.265 0.095
H -3.238 -2.269 -2.643 0.079
O 0.564 -2.373 2.438 -0.167
C 0.208 -1.655 3.372 -0.553
N -0.465 -0.501 3.269 0.052
C -0.752 -0.002 4.491 -0.477
O -1.356 1.031 4.736 0.048
C -0.209 -0.948 5.537 -0.082
C -0.250 -0.929 6.913 -0.017
C 0.381 -1.964 7.596 -0.098
C 1.017 -2.982 6.903 -0.099
C 1.038 -3.007 5.510 -0.015
C 0.419 -1.974 4.839 -0.080
H -0.759 -0.135 7.438 0.111
H 0.374 -1.978 8.679 0.092
H 1.506 -3.771 7.462 0.092
H 1.529 -3.813 4.981 0.112
N -7.384 1.515 -0.407 0.112
C -6.921 0.804 0.641 -0.813
S -7.996 0.277 1.788 0.612
C -5.498 0.507 0.695 -0.240
C -4.859 0.184 1.898 -0.017
C -3.514 -0.129 1.883 -0.117
N -2.781 -0.148 0.776 0.048
C -3.374 0.183 -0.364 -0.187
C -4.711 0.519 -0.462 -0.025
H -8.371 1.707 -0.447 0.088
H -6.773 1.907 -1.106 0.057
H -5.423 0.164 2.818 0.090
H -2.986 -0.383 2.791 0.101
H -2.744 0.154 -1.249 0.086
H -5.143 0.713 -1.433 0.101
C 1.925 -2.006 -4.432 -0.095
C 0.415 -1.802 -4.569 -0.217
C -0.283 -2.349 -3.440 -0.184
N -0.847 -2.822 -2.561 0.171
H 2.416 -1.705 -5.354 0.074
H 2.164 -3.047 -4.227 0.077
H 2.321 -1.401 -3.622 -0.002
H 0.039 -2.297 -5.473 0.121
H 0.188 -0.731 -4.633 0.092
C -7.857 1.064 -5.243 -0.061
C -6.577 1.510 -4.599 -0.285
C -6.562 2.516 -3.646 -0.049
C -5.377 2.910 -3.038 -0.347
C -5.423 3.958 -1.965 -0.083
C -4.152 2.336 -3.414 -0.295
As -2.580 2.804 -2.231 1.305
N -1.126 1.959 -2.833 -0.254
C -0.278 2.281 -3.818 -0.435
C 0.907 1.516 -3.958 -0.097
C 1.784 1.722 -4.996 -0.137
C 1.559 2.718 -5.939 -0.149
C 0.425 3.506 -5.809 -0.129
C -0.474 3.291 -4.790 -0.061
C -2.233 4.774 -2.551 -0.264
C -2.654 5.622 -3.576 -0.305
C -3.559 5.173 -4.694 -0.069
C -2.217 6.945 -3.623 -0.031
C -1.359 7.461 -2.673 -0.283
C -0.858 8.877 -2.730 -0.063
C -0.940 6.613 -1.657 -0.022
C -1.365 5.298 -1.578 -0.284
C -0.886 4.449 -0.435 -0.098
C -4.178 1.289 -4.345 -0.271
C -2.929 0.572 -4.749 -0.060
C -5.378 0.898 -4.921 -0.030
H -8.663 1.760 -5.022 0.067
H -8.139 0.080 -4.865 0.075
H -7.743 0.987 -6.325 0.074
H -7.496 2.997 -3.372 0.108
H -6.441 4.310 -1.797 0.077
H -4.799 4.811 -2.229 0.060
H -5.018 3.552 -1.033 0.066
H 1.119 0.769 -3.202 0.061
H 2.669 1.107 -5.073 0.079
H 2.249 2.879 -6.759 0.075
H 0.238 4.304 -6.520 0.089
H -1.357 3.907 -4.728 0.064
H -3.688 4.093 -4.685 0.045
H -3.139 5.467 -5.658 0.081
H -4.547 5.633 -4.612 0.084
H -2.562 7.574 -4.436 0.109
H -1.237 9.401 -3.606 0.065
H 0.232 8.885 -2.761 0.076
H -1.167 9.425 -1.839 0.073
H -0.257 6.994 -0.911 0.113
H -0.225 5.012 0.221 0.072
H -0.349 3.573 -0.814 0.061
H -1.735 4.084 0.151 0.068
H -2.348 0.325 -3.861 0.046
H -2.309 1.213 -5.377 0.083
H -3.159 -0.338 -5.301 0.072
H -5.375 0.094 -5.647 0.112
```


- The highest highest occupied orbital energy belongs to which entry?
  C78H76As2N9O4RbS3


- Which of these has the lowest LUMO level?
  C78H58F6O28